The following is a quantum chemistry calculation of the molecule C16H12ClNO3S, from OMol25.

Each atom is followed by the atoms it is bonded to, with distances in Å.
Atoms and positions in Å:
1 H 0.7262 -1.3421 -5.0708  C2 1.078
2 C 0.4121 -1.7645 -4.1297  H1 1.078, C16 1.397, C34 1.379
3 H -2.5858 -3.2757 3.9199  C29 1.089
4 S -0.8995 -3.5626 -0.3113  C13 1.763, C18 1.731
5 O -1.3749 -3.0169 2.3045  C14 1.342, C29 1.419
6 C 0.8619 5.0400 0.2178  C11 1.386, C12 1.384, H15 1.078
7 C 0.0706 -1.6433 -1.7816  C18 1.409, C21 1.438, C34 1.395
8 N -0.4878 -3.6648 -2.9789  C16 1.317, C18 1.321
9 O 0.4206 0.1539 -0.2938  C19 1.419, C21 1.337
10 H -0.9442 0.7209 1.1439  C19 1.100
11 C 1.1650 4.4545 1.4365  C6 1.386, Cl22 1.728, C26 1.385
12 C 0.3176 4.2564 -0.7846  C6 1.384, C24 1.384, H30 1.079
13 C -0.4257 -2.0489 0.4574  S4 1.763, C14 1.461, C21 1.376
14 C -0.5246 -2.0552 1.9149  O5 1.342, C13 1.461, O31 1.210
15 H 1.0506 6.0899 0.0598  C6 1.078
16 C -0.0823 -3.0706 -4.0822  C2 1.397, N8 1.317, H23 1.081
17 C 0.3873 2.3285 0.6506  C19 1.505, C24 1.389, C26 1.388
18 C -0.4102 -2.9657 -1.8603  S4 1.731, C7 1.409, N8 1.321
19 C 0.1172 0.8683 0.8936  O9 1.419, H10 1.100, C17 1.505, H32 1.094
20 H -0.3519 2.3041 -1.3542  C24 1.079
21 C 0.0448 -1.1201 -0.4428  C7 1.438, O9 1.337, C13 1.376
22 Cl 1.8446 5.4182 2.6997  C11 1.728
23 H -0.1551 -3.6688 -4.9801  C16 1.081
24 C 0.0752 2.9112 -0.5711  C12 1.384, C17 1.389, H20 1.079
25 H 0.8695 -0.0219 -2.9415  C34 1.080
26 C 0.9385 3.1065 1.6591  C11 1.385, C17 1.388, H33 1.079
27 H -1.0299 -2.4539 4.2609  C29 1.092
28 H -1.0665 -4.2116 3.9409  C29 1.091
29 C -1.5199 -3.2499 3.6968  H3 1.089, O5 1.419, H27 1.092, H28 1.091
30 H 0.0775 4.7028 -1.7377  C12 1.079
31 O 0.0892 -1.3480 2.6814  C14 1.210
32 H 0.7115 0.4963 1.7339  C19 1.094
33 H 1.1869 2.6659 2.6121  C26 1.079
34 C 0.4917 -1.0329 -2.9629  C2 1.379, C7 1.395, H25 1.080

Results
- energy relative to the best compared isomer or geometry (same formula, charge and spin) (eV) = 0.482
- gap between HOMO and LUMO (eV) = 8.50
- energy (eV) = -47777.061

The following is a quantum chemistry calculation of the molecule C5H5NO, from OMol25.

Each atom is followed by the atoms it is bonded to, with distances in Å.
Atoms and positions in Å:
1 C 0.8409 1.1535 1.2714  C5 1.463, H8 1.181, H10 1.093, H11 1.120
2 H -2.1695 -1.9305 -0.1876  C7 1.068
3 N -0.9510 -0.6621 0.9477  C5 1.552, C7 1.333
4 H 1.1370 0.4435 -1.6917  C12 1.147
5 C 0.2523 0.1444 0.3914  C1 1.463, N3 1.552, C12 1.322
6 C -0.6414 -0.9114 -1.3832  C7 1.439, O9 1.173, C12 1.480
7 C -1.3109 -1.2961 -0.1689  H2 1.068, N3 1.333, C6 1.439
8 H 0.2944 2.1985 1.3382  C1 1.181
9 O -0.7358 -1.4420 -2.4246  C6 1.173
10 H 1.2057 0.8187 2.2459  C1 1.093
11 H 1.6452 1.4945 0.5705  C1 1.120
12 C 0.4330 -0.0111 -0.9090  H4 1.147, C5 1.322, C6 1.480

Results
- energy relative to the best compared isomer or geometry (same formula, charge and spin) (eV) = 2.335
- gap between HOMO and LUMO (eV) = 8.65
- energy (eV) = -8801.084

The following is a quantum chemistry calculation of a cluster of 6 separate species, C10H26F3N14O5S in total, from OMol25.

Each atom is followed by the atoms it is bonded to, with distances in Å.
Atoms and positions in Å:
1 N 5.4807 1.8607 -7.5777  C4 1.345, H38 1.006, H56 1.012
2 H -4.8689 2.4577 4.7957  N48 1.006
3 C -4.7912 -4.5058 0.5955  N25 1.345, O40 1.221, N41 1.345
4 C 4.4789 1.1282 -8.0970  N1 1.345, O22 1.221, N32 1.345
5 C 6.3182 -1.3641 -4.2954  O6 1.221, N28 1.345, N37 1.345
6 O 7.2507 -1.0651 -5.0245  C5 1.221
7 H 2.6968 0.2568 1.6418  N30 1.006
8 C -2.4726 1.2580 1.0965  N29 1.511, H50 1.170, N52 1.519
9 O 3.7719 -0.1108 -1.3183  C13 1.221
10 H -5.7508 -0.4739 2.6517  C55 1.192
11 H 1.0459 -0.5357 0.2442  N24 1.006
12 H 0.1788 4.5197 2.5617  S42 1.432
13 C 2.9864 -0.1227 -0.3837  O9 1.221, N24 1.345, N30 1.345
14 H -4.4275 -0.1027 4.2235  C55 1.183
15 C -3.4234 -0.8259 2.3105  H20 1.187, N52 1.509, C55 1.517
16 H 4.7677 -0.3462 -6.6571  N32 1.006
17 H -5.2690 4.6902 5.1996  N54 1.006
18 H -3.5637 2.0009 3.7415  N48 1.012
19 F -0.7584 0.4729 5.3840  C44 1.510
20 H -3.3708 -1.9095 1.8279  C15 1.187
21 H 1.1969 1.7065 3.8456  N34 1.047
22 O 3.8331 1.4881 -9.0686  C4 1.221
23 H -4.2604 5.8890 4.4449  N54 1.012
24 N 1.7075 -0.5190 -0.5135  H11 1.006, C13 1.345, H26 1.012
25 N -4.8126 -5.8438 0.7340  C3 1.345, H46 1.012, H51 1.006
26 H 1.4082 -0.8148 -1.4335  N24 1.012
27 H -6.8616 -4.4618 0.3911  N41 1.006
28 N 5.5661 -0.4456 -3.6627  C5 1.345, H33 1.012, H43 1.006
29 N -1.2594 2.1294 1.3257  C8 1.511, C58 1.530
30 N 3.3295 0.2596 0.8597  H7 1.006, C13 1.345, H59 1.012
31 H 5.1944 -2.9049 -3.4625  N37 1.006
32 N 4.2467 -0.0329 -7.4586  C4 1.345, H16 1.006, H49 1.012
33 H 5.8029 0.5264 -3.8133  N28 1.012
34 N 0.6597 2.1040 3.0399  H21 1.047, S42 1.782, C58 1.391
35 H 6.4996 -3.3616 -4.5167  N37 1.012
36 C -3.7451 3.9985 3.9627  O45 1.221, N48 1.345, N54 1.345
37 N 5.9591 -2.6389 -4.0595  C5 1.345, H31 1.006, H35 1.012
38 H 6.0238 1.5812 -6.7783  N1 1.006
39 F -1.3984 -1.7273 4.5342  C44 1.472
40 O -3.7584 -3.8554 0.6269  C3 1.221
41 N -6.0003 -3.9429 0.4197  C3 1.345, H27 1.006, H53 1.012
42 S 1.2136 3.5884 2.2248  H12 1.432, N34 1.782
43 H 4.7943 -0.6724 -3.0586  N28 1.006
44 C -0.7224 -0.4629 4.1989  F19 1.510, F39 1.472, F47 1.511, N57 1.496
45 O -2.8126 4.2975 3.2337  C36 1.221
46 H -3.9234 -6.3070 0.8684  N25 1.012
47 F 0.7414 -0.8044 4.0414  C44 1.511
48 N -4.1042 2.7236 4.1986  H2 1.006, H18 1.012, C36 1.345
49 H 3.5007 -0.6145 -7.8176  N32 1.012
50 H -3.3515 1.3106 0.3262  C8 1.170
51 H -5.6527 -6.3966 0.7110  N25 1.006
52 N -2.3414 0.2204 2.1981  C8 1.519, C15 1.509, N57 1.379
53 H -6.0287 -2.9374 0.3114  N41 1.012
54 N -4.4972 4.9170 4.5955  H17 1.006, H23 1.012, C36 1.345
55 C -4.6517 -0.4375 3.1117  H10 1.192, H14 1.183, C15 1.517
56 H 5.6883 2.7421 -8.0286  N1 1.012
57 N -1.2414 0.3043 3.0247  C44 1.496, N52 1.379, C58 1.529
58 C -0.5054 1.5468 2.5222  N29 1.530, N34 1.391, N57 1.529
59 H 4.2834 0.5653 1.0007  N30 1.012

Results
- charge = +1
- gap between HOMO and LUMO (eV) = 5.68
- energy (eV) = -60867.076

The following is a quantum chemistry calculation of the molecule C23H30N4O2, from OMol25.

Each atom is followed by the atoms it is bonded to, with distances in Å.
Atoms and positions in Å:
1 C -4.2190 0.7716 -0.1718  N25 1.446, C27 1.537, H47 1.094, H49 1.101
2 C -1.3279 1.2481 -2.5307  C36 1.392, N42 1.400, C44 1.389
3 H 0.0887 -0.1203 -1.6807  C36 1.082
4 H 3.4720 1.9920 -4.1377  C38 1.097
5 C -2.5734 1.2654 1.5395  C8 1.536, H14 1.091, H16 1.103, N25 1.452
6 C 2.3360 -3.6994 5.3014  C21 1.384, H31 1.080, C57 1.383
7 C 1.8573 -2.4606 3.2896  C20 1.495, C51 1.399, C57 1.391
8 C -1.2256 0.7041 2.0151  C5 1.536, H30 1.092, H56 1.090, C59 1.536
9 H -1.1794 -1.2496 1.0796  C59 1.094
10 H -2.0389 0.1891 -0.9214  N42 1.015
11 H 4.7878 -1.4034 1.8945  C13 1.087
12 C 1.5627 3.2404 -6.1876  H17 1.092, H33 1.088, N52 1.443, H53 1.097
13 C 3.7028 -1.3802 1.9567  H11 1.087, H22 1.087, H39 1.090, C51 1.496
14 H -2.4171 2.1430 0.9105  C5 1.091
15 C 4.1144 -2.6845 4.0572  C21 1.383, H40 1.081, C51 1.389
16 H -3.1889 1.5784 2.3994  C5 1.103
17 H 0.6807 3.1175 -6.8190  C12 1.092
18 H 3.0439 0.5236 -5.0444  C38 1.092
19 H 1.8500 0.3881 -3.2486  C46 1.077
20 C 0.8455 -1.9848 2.2968  C7 1.495, N24 1.356, O32 1.215
21 C 3.6838 -3.4299 5.1403  C6 1.384, C15 1.383, H35 1.080
22 H 3.2794 -1.7594 1.0300  C13 1.087
23 H -4.6684 -0.5051 2.1572  C34 1.104
24 N -0.2264 -1.3803 2.8671  C20 1.356, H29 1.008, C59 1.444
25 N -3.2494 0.2420 0.7615  C1 1.446, C5 1.452, C34 1.452
26 H -0.7292 3.2249 -5.1848  C48 1.077
27 C -3.5166 1.4531 -1.3566  C1 1.537, N42 1.349, O55 1.214
28 H -4.0149 -1.6600 0.9750  C34 1.094
29 H -0.2263 -1.2049 3.8596  N24 1.008
30 H -0.9828 1.1004 3.0034  C8 1.092
31 H 1.9929 -4.2874 6.1396  C6 1.080
32 O 0.9439 -2.1405 1.0955  C20 1.215
33 H 2.4312 3.3019 -6.8399  C12 1.088
34 C -3.7556 -0.8145 1.6187  H23 1.104, N25 1.452, H28 1.094, C54 1.537
35 H 4.4007 -3.8038 5.8563  C21 1.080
36 C -0.0922 0.6127 -2.4551  C2 1.392, H3 1.082, C46 1.379
37 C 0.7215 1.8475 -4.3746  C46 1.402, C48 1.401, N52 1.381
38 C 3.0433 1.6149 -5.0749  H4 1.097, H18 1.092, H50 1.088, N52 1.443
39 H 3.3822 -0.3436 2.0644  C13 1.090
40 H 5.1686 -2.4799 3.9362  C15 1.081
41 H -2.4790 2.6974 -3.5974  C44 1.077
42 N -2.3054 0.9059 -1.5892  C2 1.400, H10 1.015, C27 1.349
43 H -2.7139 -2.3077 2.7953  C54 1.090
44 C -1.5306 2.1907 -3.5312  C2 1.389, H41 1.077, C48 1.380
45 H -2.8336 -0.7344 3.5876  C54 1.092
46 C 0.9115 0.9060 -3.3536  H19 1.077, C36 1.379, C37 1.402
47 H -4.8072 -0.0572 -0.5778  C1 1.094
48 C -0.5255 2.4844 -4.4297  H26 1.077, C37 1.401, C44 1.380
49 H -4.9208 1.4905 0.2788  C1 1.101
50 H 3.6877 1.9236 -5.8952  C38 1.088
51 C 3.2192 -2.1952 3.1147  C7 1.399, C13 1.496, C15 1.389
52 N 1.7067 2.1067 -5.3066  C12 1.443, C37 1.381, C38 1.443
53 H 1.4730 4.1874 -5.6405  C12 1.097
54 C -2.6745 -1.2312 2.6279  C34 1.537, H43 1.090, H45 1.092, C59 1.528
55 O -4.0388 2.3514 -1.9835  C27 1.214
56 H -0.4260 0.9922 1.3321  C8 1.090
57 C 1.4285 -3.2117 4.3791  C6 1.383, C7 1.391, H58 1.081
58 H 0.3767 -3.4366 4.4899  C57 1.081
59 C -1.3049 -0.8287 2.0820  C8 1.536, H9 1.094, N24 1.444, C54 1.528

Results
- energy relative to the best compared isomer or geometry (same formula, charge and spin) (eV) = 0.996
- gap between HOMO and LUMO (eV) = 7.72
- energy (eV) = -34394.463

M per entry: 333.80 95.10 511.47 394.52 g mol⁻¹